DFT (the ωB97M-V functional and the def2-TZVPD basis) results for a structure of composition C52H53Cl2CsF4N9O4S3.

XYZ file:
```
128
Properties=species:S:1:pos:R:3:forces:R:3
Cs -0.394135 -0.096246 -0.059846 0.5 0.5 -1.2
Cl 2.158268 3.673965 1.179227 0.0 0.0 0.1
Cl -0.356532 3.656364 -0.365140 0.2 0.1 0.1
S -4.271761 0.244998 4.193980 0.2 0.2 0.2
S -1.869002 1.615555 3.495057 0.1 -0.1 -0.3
S -4.222675 -0.417814 1.365454 0.0 -0.3 0.1
F 5.205949 -0.960374 -5.351421 0.0 0.0 0.0
F 2.632797 -1.424414 -5.420584 0.0 0.0 0.0
F 4.753844 1.626609 -1.443056 0.0 0.0 0.0
F 2.140328 1.130994 -1.420625 0.1 0.1 0.2
O -0.470564 -2.033394 3.001485 -0.1 0.1 -0.1
O 2.823341 0.977766 3.479574 -0.1 0.1 0.0
O 0.371440 2.461596 -3.520395 0.1 -0.1 0.0
O -0.679319 -2.841141 0.153971 -0.1 -0.5 0.1
N -2.012620 -0.664654 -2.982816 0.0 0.0 0.0
N 1.372620 -3.923082 1.821063 0.2 0.0 0.1
N 2.422454 -7.323574 4.157044 0.0 0.0 0.0
N 0.725762 0.548633 2.408415 0.3 0.1 0.7
N 0.888066 -0.332973 -3.231437 0.0 -0.1 -0.1
N -2.830184 0.708509 4.485647 0.2 0.0 0.0
N -4.809448 -0.406061 2.945211 0.0 0.0 -0.3
N -3.025243 0.303331 0.993237 -0.6 0.3 0.3
N 3.136634 -5.430278 2.691323 -0.8 -0.2 0.3
C -4.151682 5.454002 2.710920 0.0 0.0 0.0
C -5.751228 0.104464 0.574555 -0.1 0.0 0.0
C -6.958802 3.782321 5.088533 0.0 0.0 0.0
C -2.240671 0.477682 -3.849538 -0.1 0.0 0.0
C -3.229167 -1.233950 -2.423128 0.1 0.0 0.1
C -6.751932 1.603058 -0.995221 -0.1 0.0 0.0
C -5.616572 1.105901 -0.369082 0.1 0.0 0.0
C -0.249537 1.169380 5.668443 0.0 0.0 0.0
C -2.960638 1.606399 -3.118111 -0.1 -0.1 0.1
C 1.418982 3.957339 -0.385964 -0.2 0.0 0.0
C 2.184044 -4.643156 2.254984 0.3 -0.3 0.1
C -8.125539 0.084932 0.281477 0.1 0.0 0.0
C -5.585174 -1.802603 5.368494 0.0 -0.1 0.0
C 0.170369 -1.199993 -4.148156 0.0 0.1 0.1
C 4.239341 0.840821 -2.413885 0.0 0.0 0.0
C -4.313099 -1.643516 -3.423984 0.0 0.0 0.0
C -3.200031 -4.252117 1.814519 0.0 0.0 0.0
C -4.526298 -0.918232 5.504243 0.0 0.0 0.0
C 0.846481 1.469872 6.465977 0.0 0.0 0.0
C -6.996530 -0.415564 0.911963 0.0 0.1 -0.1
C -5.796587 -2.743994 6.362388 0.0 0.0 0.0
C 1.779222 0.746437 2.935090 -0.1 0.1 0.0
C 1.573871 2.627734 6.245185 0.0 0.0 0.0
C -3.789653 4.610536 1.674109 0.0 0.0 0.0
C -6.918489 3.247455 3.810501 0.0 0.0 0.0
C -3.676847 -0.949979 6.598700 0.0 0.0 0.1
C 2.898337 0.580407 -2.406472 0.0 0.1 0.0
C -1.151890 -1.695566 -3.565136 -0.1 0.2 0.0
C -3.898829 -1.901742 7.583592 0.0 0.0 0.0
C -3.800657 5.159364 4.027791 0.0 0.0 -0.1
C 0.130293 3.208250 4.414017 -0.1 0.0 0.0
C -8.001368 1.094498 -0.669937 0.0 0.0 0.0
C 2.710458 -6.428799 3.475553 0.3 0.4 -0.4
C 1.222081 3.490800 5.216361 0.0 0.0 0.0
C 5.077869 0.326099 -3.389317 0.1 0.0 0.0
C -5.357181 1.609535 4.564933 -0.1 0.0 0.1
C -0.604001 2.058073 4.669857 0.0 0.2 0.0
C -6.192488 3.228165 6.107697 0.0 0.0 0.0
C -4.694564 -4.169724 -0.076328 0.1 0.0 0.0
C -4.955186 -2.793736 7.465955 0.0 0.0 0.0
C 4.455398 -0.444181 -4.351325 0.0 0.0 0.0
C -3.078270 4.016284 4.308337 0.1 -0.2 0.0
C -5.375859 2.140641 5.847814 0.0 0.0 0.0
C 2.210693 -0.210443 -3.370090 -0.1 0.0 0.0
C 3.102186 -0.705503 -4.364383 0.0 0.0 0.0
C -3.376513 -2.895297 2.022709 0.0 0.0 0.0
C -4.869061 -2.805521 0.111831 0.0 0.0 0.0
C -3.861749 -4.888904 0.770626 0.0 0.1 0.0
C -6.122190 2.140688 3.542483 0.0 0.1 0.0
C -2.722478 3.171450 3.258120 -0.1 0.0 0.0
C -3.072162 3.450867 1.943768 0.1 -0.1 0.1
C -4.213108 -2.188553 1.166144 0.0 -0.1 0.0
H -7.590883 4.636584 5.295554 0.0 0.0 0.0
H -6.095486 1.699128 2.553442 0.0 0.0 0.0
H -2.585186 1.681061 -2.090855 0.1 0.0 -0.1
H -5.191700 -4.662096 -0.902748 0.0 0.0 0.0
H 1.845960 3.277983 -1.111668 0.0 -0.1 0.0
H -2.846649 -0.261935 6.663160 0.0 0.0 0.0
H -7.510670 3.682894 3.016109 0.0 0.0 0.0
H -2.808210 -2.393211 2.799762 0.0 0.0 0.0
H -0.782738 0.236899 5.783953 0.0 0.0 0.0
H 0.237741 -2.677652 2.792304 0.0 0.0 0.0
H -4.732316 -0.777972 -3.942418 0.0 0.0 0.0
H 1.549354 4.993612 -0.665448 0.0 0.0 0.0
H -0.120150 3.855370 3.582573 0.0 0.0 0.0
H -6.227816 3.648313 7.104497 0.0 0.0 0.0
H -4.042174 1.439753 -3.062112 0.0 0.0 0.0
H 0.722865 -2.110026 -4.396511 0.0 0.0 0.0
H -6.208041 -1.771123 4.484601 0.0 0.0 0.0
H -6.609284 -3.451153 6.263987 0.0 0.0 0.0
H -2.513070 -4.800669 2.446360 0.0 0.0 0.0
H -1.679585 -2.220926 -4.381968 0.1 -0.1 0.0
H -0.947515 -2.418272 -2.769828 0.0 0.0 0.0
H -0.026080 -0.707417 -5.114081 0.0 0.0 0.0
H -4.711600 6.356468 2.498687 0.0 0.0 0.0
H -4.058188 4.851853 0.653484 0.0 0.0 0.0
H -3.925015 -2.330451 -4.177968 0.0 0.0 0.0
H -6.654424 2.380128 -1.742687 0.0 0.0 0.0
H -1.275683 0.847062 -4.180372 0.0 0.0 0.0
H -9.101774 -0.312161 0.528667 0.0 0.0 0.0
H -5.115448 -3.541614 8.231575 0.0 0.0 0.0
H 0.546973 1.487373 -3.401867 0.0 0.1 0.0
H 1.151307 0.774110 7.236139 0.0 0.0 0.0
H 2.446376 2.839040 6.849356 0.0 0.0 0.0
H -3.652685 -0.519659 -1.706908 0.0 0.0 0.0
H -4.090581 5.829900 4.826743 0.0 0.0 0.0
H -3.705103 -5.946552 0.602864 0.0 0.0 0.0
H -2.797064 2.748287 1.165930 0.0 0.0 0.0
H -2.777190 3.769183 5.319863 0.0 0.0 0.0
H 1.817834 4.370991 5.015466 0.0 0.0 0.0
H 0.154420 -3.309615 0.348402 -0.1 -0.1 0.0
H -5.490420 -2.235192 -0.565949 0.0 0.0 0.0
H -8.885775 1.479742 -1.161510 0.0 0.0 0.0
H 6.141136 0.508576 -3.391276 0.0 0.0 0.0
H -2.787501 2.557451 -3.622981 0.0 0.0 0.0
H -2.926505 -2.103545 -1.833030 0.0 0.0 0.0
H -5.134630 -2.148650 -2.908427 0.0 0.0 0.0
H -4.759753 1.710645 6.628269 0.0 0.0 0.0
H -3.232153 -1.953876 8.433745 0.0 0.0 0.0
H -4.621759 1.471775 -0.602044 0.0 0.0 0.0
H -7.076492 -1.200123 1.653826 0.0 0.0 0.0
H -0.023939 2.714699 -2.681098 -0.1 0.0 0.0
H -0.929664 -2.575878 1.055122 0.0 -0.2 0.0
H -0.048529 -1.154831 2.874612 0.1 -0.1 0.0
H -2.806634 0.210104 -4.760957 0.0 0.0 0.0
```
Forces are in eV/Å.

orbital gap: 4.482 eV
multiplicity: 1
total charge: -1
largest force on an atom: 1.422 eV/A
HOMO: -0.13795 Ha